1.
Here is 3 unconnected molecules or ions with the total composition C32H59BrF3N2O7P2S2 at a distorted geometry from OMol25. Energies are from ωB97M-V with the def2-TZVPD basis set.

As for the spin multiplicity: 1. As for the molecular weight: 846.81 g/mol. The charge is -1. The total energy is -169898.875 eV. Its lowest unoccupied orbital energy is 1.9 eV. The calculation puts the largest force on an atom at 1.74 eV/A. Its gap between HOMO and LUMO is 7.438 eV.

Structure (XYZ):
```
108
Properties=species:S:1:pos:R:3:mulliken_charge:R:1
C -7.148 -1.394 1.784 -1.074
C -6.979 -0.193 2.724 -0.092
O -5.799 -0.355 3.498 -0.435
C -4.998 0.803 3.698 -1.099
C -3.549 0.565 3.261 -1.329
C -3.085 1.347 2.015 1.026
C -4.126 1.268 0.874 -1.388
C -4.230 -0.116 0.304 0.004
O -4.017 -1.158 0.815 -0.424
Br -4.822 -0.118 -1.598 -0.246
O -1.933 0.814 1.428 -0.064
P -0.518 1.848 1.386 1.248
C -0.992 2.517 -0.339 -1.641
C 0.219 3.007 -1.135 -0.268
C -0.171 3.286 -2.598 -1.006
S 0.975 2.514 -3.773 -0.259
C 0.193 0.943 -4.043 0.359
S -1.383 0.744 -4.346 -0.239
N 1.080 -0.135 -3.950 0.318
C 2.409 -0.131 -4.327 -0.146
C 2.865 -1.371 -4.029 -0.827
N 1.862 -2.136 -3.479 -0.227
C 0.805 -1.383 -3.444 -0.421
C -0.028 1.281 3.163 -1.349
C 1.466 0.915 3.346 1.437
C 1.693 -0.547 3.545 -0.265
F 0.829 -1.194 4.377 -0.421
C 2.610 -1.306 2.949 0.531
F 2.388 -2.540 2.530 -0.240
F 3.866 -0.959 2.734 -0.199
P 0.445 0.054 0.319 -0.011
O 0.040 0.003 -1.118 0.065
O 0.041 -1.369 0.963 -0.584
O 2.074 0.188 0.311 -0.025
O -1.441 3.144 2.131 -0.676
C -2.771 2.822 2.451 0.082
C -3.712 3.905 1.906 -1.965
H -8.170 -1.768 1.852 0.364
H -6.933 -1.136 0.749 0.210
H -6.478 -2.192 2.096 0.260
H -6.934 0.718 2.122 0.154
H -7.828 -0.139 3.413 0.433
H -5.444 1.687 3.234 0.475
H -4.989 0.995 4.776 0.382
H -3.358 -0.501 3.145 0.492
H -2.911 0.886 4.088 0.610
H -5.109 1.667 1.128 0.630
H -3.749 1.899 0.069 0.858
H 0.713 2.596 1.260 -0.070
H -1.648 3.382 -0.207 0.716
H -1.552 1.779 -0.914 0.421
H 1.065 2.326 -1.070 0.229
H 0.522 3.958 -0.685 0.498
H -1.171 2.906 -2.791 0.417
H -0.164 4.352 -2.827 0.417
H 2.906 0.714 -4.768 0.375
H 3.868 -1.734 -4.185 0.403
H -0.176 -1.623 -3.076 0.391
H -0.223 2.124 3.822 0.454
H -0.638 0.452 3.523 0.397
H 1.799 1.418 4.265 0.560
H 2.101 1.293 2.546 -1.413
H -0.400 -1.266 1.816 0.345
H 2.392 -0.402 -0.392 0.211
H -2.810 2.952 3.543 0.307
H -4.664 3.887 2.444 0.428
H -3.925 3.792 0.844 0.311
H -3.218 4.864 2.053 0.488
C 6.130 6.046 3.075 -1.210
C 5.771 5.299 1.793 -0.519
C 4.354 4.728 1.797 -0.756
C 4.083 3.686 2.883 0.103
C 5.010 2.470 2.853 -0.551
C 4.900 1.663 1.563 -0.925
H 6.103 5.388 3.944 0.282
H 7.137 6.464 3.012 0.388
H 5.436 6.871 3.251 0.287
H 6.499 4.503 1.617 0.230
H 5.863 5.988 0.948 0.402
H 4.144 4.293 0.817 0.249
H 3.640 5.549 1.919 0.484
H 3.048 3.348 2.779 -0.358
H 4.146 4.158 3.869 0.381
H 4.755 1.822 3.697 0.430
H 6.048 2.779 3.012 0.416
H 3.880 1.315 1.412 0.026
H 5.549 0.786 1.602 0.307
H 5.193 2.251 0.691 0.428
C 1.742 -5.556 -3.317 -1.140
C 0.405 -5.324 -4.009 0.276
C -0.626 -6.418 -3.737 -0.864
C -0.233 -7.813 -4.228 -0.783
C 0.070 -7.905 -5.723 -0.326
C -1.123 -7.556 -6.608 -1.199
H 2.224 -6.475 -3.663 0.366
H 2.417 -4.726 -3.517 0.306
H 1.611 -5.626 -2.235 0.256
H 0.565 -5.214 -5.086 0.230
H -0.001 -4.371 -3.665 -0.130
H -1.579 -6.128 -4.189 0.329
H -0.810 -6.471 -2.659 0.423
H -1.045 -8.508 -3.988 0.390
H 0.638 -8.164 -3.668 0.306
H 0.389 -8.927 -5.948 0.364
H 0.916 -7.260 -5.976 0.243
H -1.969 -8.214 -6.397 0.293
H -0.868 -7.669 -7.663 0.376
H -1.447 -6.526 -6.458 0.287
```

---

2.
Here is a molecular structure, C32H59ClI2N3O20P2S at a distorted geometry from OMol25. Energies are from ωB97M-V with the def2-TZVPD basis set.

As for the spin multiplicity: 1. As for the molecular weight: 1189.10 g/mol. The charge is +1. The total energy is -137685.467 eV. Its lowest unoccupied orbital energy is -3.4 eV. The calculation puts the largest force on an atom at 3.43 eV/A. Its gap between HOMO and LUMO is 7.273 eV.

Structure (XYZ):
```
120
Properties=species:S:1:pos:R:3:mulliken_charge:R:1
C 4.170 -3.296 1.212 -1.059
C 3.314 -2.744 0.303 -0.056
N 2.541 -1.606 0.605 0.762
C 1.583 -1.950 1.660 -2.314
C 0.391 -1.007 1.799 0.996
P -0.727 -1.879 3.075 0.271
O 0.267 -2.694 4.051 -0.462
Cl -1.463 -0.396 4.296 -0.191
N -0.326 -0.659 0.513 1.229
C -0.340 0.875 0.439 -0.430
C -1.247 1.555 1.435 -0.813
N -0.722 2.222 2.380 -0.332
P -2.091 -1.140 0.433 -0.224
S -3.006 -0.319 -1.059 -0.244
C 0.427 -1.126 -0.726 0.364
C 0.094 -2.571 -1.149 -2.033
C -0.753 -2.599 -2.445 0.487
C -1.601 -3.838 -2.605 -1.439
O -0.333 -3.496 -3.385 -0.568
C 1.959 -0.999 -0.592 -1.096
C 2.500 0.429 -0.814 -1.748
I 3.360 1.335 0.914 0.279
C 2.452 1.059 -1.994 0.055
C 1.862 0.371 -3.207 -1.023
I 3.207 2.993 -2.285 0.142
H 4.024 -4.350 1.421 0.281
H 5.001 -2.741 1.630 0.312
H 3.291 -3.182 -0.701 0.226
H 1.200 -2.965 1.464 0.550
H 2.117 -2.027 2.599 0.759
H 0.749 -0.105 2.299 0.431
H 0.693 -2.090 4.681 0.339
H 0.648 1.274 0.651 -0.192
H -0.643 1.212 -0.549 0.671
H -2.334 1.528 1.337 0.486
H -1.496 2.610 2.924 0.354
H -2.754 -0.764 1.609 0.306
H -2.224 -2.529 0.334 0.188
H 0.138 -0.480 -1.547 1.006
H 0.961 -3.140 -1.479 0.598
H -0.424 -3.183 -0.415 0.528
H -1.191 -1.668 -2.790 0.800
H -2.336 -3.823 -3.394 0.395
H -1.188 -4.771 -2.247 0.401
H 2.370 -1.572 -1.420 0.984
H 1.836 -0.709 -3.091 0.037
H 0.887 0.772 -3.479 0.295
H 2.559 0.540 -4.029 0.636
C -1.658 5.662 2.237 -0.653
O -2.966 5.185 2.561 -0.260
C -3.687 6.029 3.310 0.741
O -3.320 7.100 3.703 -0.525
O -4.870 5.467 3.539 -0.306
C -5.754 6.264 4.336 -0.637
H -1.184 4.892 1.634 0.131
H -1.706 6.582 1.658 0.371
H -1.069 5.816 3.140 0.317
H -5.973 7.207 3.838 0.299
H -5.325 6.446 5.319 0.299
H -6.673 5.696 4.446 0.220
C -6.178 -4.202 -0.679 -0.606
O -5.099 -5.120 -0.868 -0.212
C -5.483 -6.348 -1.233 0.725
O -6.614 -6.707 -1.402 -0.527
O -4.390 -7.096 -1.375 -0.295
C -4.654 -8.448 -1.768 -0.647
H -5.734 -3.253 -0.389 0.110
H -6.734 -4.063 -1.604 0.318
H -6.842 -4.539 0.114 0.324
H -5.153 -8.476 -2.734 0.302
H -5.256 -8.954 -1.017 0.300
H -3.692 -8.944 -1.848 0.217
C 5.608 2.794 5.964 -0.660
O 4.463 2.171 5.369 -0.290
C 3.299 2.677 5.768 0.633
O 3.145 3.572 6.549 -0.533
O 2.323 2.010 5.141 -0.103
C 1.007 2.454 5.477 -0.318
H 6.482 2.293 5.559 0.220
H 5.648 3.850 5.705 0.302
H 5.594 2.669 7.045 0.298
H 0.870 3.498 5.200 0.314
H 0.814 2.316 6.540 0.368
H 0.316 1.843 4.905 -0.218
C 0.738 -1.989 -6.744 -0.423
O 1.993 -1.362 -7.025 -0.227
C 2.284 -1.296 -8.328 0.742
O 1.598 -1.705 -9.222 -0.529
O 3.470 -0.698 -8.456 -0.408
C 3.915 -0.571 -9.816 -0.792
H 0.619 -1.984 -5.663 -0.111
H -0.080 -1.434 -7.198 0.349
H 0.736 -3.019 -7.095 0.344
H 3.220 0.038 -10.392 0.329
H 4.031 -1.550 -10.273 0.358
H 4.881 -0.075 -9.785 0.260
C -3.813 0.013 10.977 -0.627
O -3.186 -1.012 10.199 -0.321
C -3.469 -0.969 8.904 0.788
O -4.179 -0.168 8.357 -0.543
O -2.824 -1.973 8.303 -0.337
C -3.049 -2.040 6.898 -0.387
H -3.500 -0.139 12.005 0.221
H -3.490 0.998 10.646 0.296
H -4.897 -0.070 10.917 0.296
H -2.701 -1.134 6.410 0.051
H -4.103 -2.205 6.683 0.336
H -2.477 -2.886 6.522 0.263
C 5.675 6.434 -8.895 -0.623
O 5.380 5.084 -9.259 -0.328
C 4.778 4.378 -8.305 0.764
O 4.479 4.779 -7.211 -0.546
O 4.564 3.148 -8.773 -0.244
C 3.917 2.271 -7.848 -0.290
H 6.159 6.890 -9.754 0.221
H 4.761 6.980 -8.669 0.292
H 6.354 6.464 -8.045 0.293
H 2.934 2.655 -7.578 0.315
H 4.527 2.136 -6.955 0.315
H 3.797 1.307 -8.334 -0.055
```

---

3.
Here is 3 unconnected molecules or ions with the total composition C32H60N2O7 at a distorted geometry from OMol25. Energies are from ωB97M-V with the def2-TZVPD basis set.

As for the spin multiplicity: 1. As for the molecular weight: 584.84 g/mol. The total energy is -51463.047 eV. Its lowest unoccupied orbital energy is -1.0 eV. The calculation puts the largest force on an atom at 5.44 eV/A. Its gap between HOMO and LUMO is 6.986 eV. Its SMILES is COCCCCCCCCCCCC1=C(CC(=O)OC(C)=O)C(=O)OC1=O.CCN(CC)CC.CCN(CC)CC.

Structure (XYZ):
```
101
Properties=species:S:1:pos:R:3:mulliken_charge:R:1
C -2.907 1.514 -3.113 -0.608
O -2.761 0.547 -4.200 -0.339
C -4.136 0.139 -4.533 -0.685
C -4.049 -1.403 -5.061 0.229
C -5.206 -2.319 -4.357 -0.439
C -6.002 -3.252 -5.391 -0.761
C -5.227 -4.583 -5.859 -0.662
C -4.070 -5.086 -4.872 -0.799
C -2.592 -4.552 -5.251 -0.805
C -1.779 -4.450 -3.847 -0.087
C -0.268 -3.933 -4.022 -0.787
C 0.079 -2.716 -3.017 -0.355
C 0.654 -3.198 -1.584 -0.769
C -0.543 -3.838 -0.755 0.252
C -1.528 -3.146 0.014 0.521
C -1.716 -1.593 0.312 -0.291
C -1.794 -1.416 1.926 0.369
O -0.683 -1.216 2.488 -0.479
O -3.050 -1.442 2.602 -0.300
C -3.152 -2.531 3.529 0.707
C -4.609 -3.201 3.763 -0.886
O -2.219 -2.994 4.219 -0.503
C -2.555 -4.202 0.626 0.368
O -3.768 -4.143 0.884 -0.597
O -1.676 -5.350 0.764 -0.324
C -1.005 -5.348 -0.527 0.245
O -0.855 -6.383 -1.195 -0.535
H -2.009 2.220 -3.120 0.247
H -3.842 2.132 -3.341 0.320
H -3.072 0.991 -2.106 0.185
H -4.607 0.791 -5.348 0.158
H -4.731 0.144 -3.552 0.419
H -4.170 -1.459 -6.203 0.358
H -3.014 -1.772 -4.717 -0.328
H -4.804 -2.854 -3.433 0.027
H -5.977 -1.549 -3.962 0.549
H -6.966 -3.590 -4.862 0.318
H -6.339 -2.641 -6.312 0.285
H -4.887 -4.479 -6.960 0.292
H -6.022 -5.426 -5.883 0.303
H -4.262 -4.900 -3.764 0.300
H -4.021 -6.238 -4.992 0.427
H -2.000 -5.319 -5.885 0.441
H -2.585 -3.578 -5.845 0.416
H -1.776 -5.531 -3.431 0.372
H -2.410 -3.833 -3.116 -0.048
H 0.425 -4.819 -3.763 0.333
H -0.002 -3.626 -5.097 0.333
H 0.794 -1.967 -3.527 0.409
H -0.921 -2.173 -2.821 0.095
H 1.510 -3.953 -1.770 0.420
H 1.120 -2.277 -1.068 0.203
H -0.871 -0.946 -0.117 0.350
H -2.709 -1.204 -0.098 0.257
H -4.657 -4.267 3.323 0.214
H -5.416 -2.519 3.311 0.278
H -4.784 -3.335 4.897 0.327
C 5.755 0.371 4.455 -1.491
C 4.357 0.928 4.707 -0.422
N 3.536 1.040 3.504 0.286
C 2.315 1.814 3.710 -0.419
C 1.272 1.251 4.674 -0.929
C 3.376 -0.183 2.723 -0.761
C 2.762 -1.394 3.423 -0.661
H 6.286 0.967 3.708 0.291
H 6.336 0.399 5.381 0.457
H 5.727 -0.668 4.119 0.293
H 4.486 1.928 5.137 0.501
H 3.870 0.321 5.478 0.329
H 1.835 1.996 2.743 0.409
H 2.605 2.810 4.069 0.046
H 0.717 0.421 4.233 0.031
H 0.541 2.026 4.920 0.470
H 1.710 0.919 5.618 0.246
H 4.357 -0.474 2.332 0.360
H 2.788 0.038 1.824 0.386
H 3.171 -1.556 4.423 0.263
H 2.975 -2.297 2.838 0.375
H 1.677 -1.317 3.492 -0.002
C 4.822 4.928 3.432 -1.328
C 3.856 5.458 2.378 -0.263
N 3.489 6.860 2.559 0.089
C 2.372 7.277 1.717 -0.694
C 2.580 7.266 0.204 -0.960
C 4.599 7.806 2.638 -0.689
C 5.559 7.872 1.450 -0.979
H 4.422 5.070 4.439 0.296
H 4.979 3.855 3.282 0.257
H 5.799 5.412 3.371 0.478
H 2.948 4.847 2.444 0.371
H 4.281 5.272 1.385 0.170
H 2.047 8.278 2.018 0.353
H 1.518 6.626 1.945 0.394
H 3.193 8.105 -0.129 0.223
H 1.615 7.358 -0.303 0.390
H 3.034 6.337 -0.150 0.272
H 5.181 7.579 3.537 0.369
H 4.202 8.811 2.825 0.351
H 5.842 6.883 1.082 0.259
H 6.481 8.378 1.758 0.365
H 5.146 8.452 0.625 0.278
```